Entry from the Open Molecules 2025 dataset: a 2-piece molecular cluster, C22H26N4O7 overall at a distorted geometry (wB97M-V/def2-TZVPD).

Cartesian coordinates (Å):
O -5.50846 -1.14075 2.85693
O 5.44217 0.32032 -4.67532
O 1.54401 -1.71556 -4.68420
O 6.40895 -3.70256 -3.36623
O -1.00932 -2.06482 -2.39799
O -4.26951 -1.29534 0.96394
O -5.33497 3.15582 7.29827
C -4.64367 -0.68275 2.11920
C 4.78670 0.43122 -3.65133
C 2.27647 -2.17008 -3.82667
C 6.17742 -2.49903 -3.36215
C -5.99941 2.43214 5.03182
C -3.84257 1.90184 5.96566
C -0.91382 -0.03738 -1.14174
C -2.64084 -1.65935 -0.70498
C -5.65087 1.76074 3.85411
C -3.48915 1.23778 4.78473
C -1.44243 0.79594 -0.14970
C -5.09183 2.51475 6.10544
C -1.51585 -1.26264 -1.42080
C -3.17007 -0.84465 0.29359
C -4.39229 1.16211 3.71953
C -2.57354 0.38806 0.57268
N 1.81840 -2.31680 -2.60439
N 7.15198 -1.60370 -3.56213
N -4.02985 0.51052 2.53139
N 4.50935 -0.58416 -2.83221
C -6.52179 3.95359 7.40856
C 4.25242 1.78239 -3.23979
C 8.55701 -1.94474 -3.77999
C -3.19068 1.27258 1.61237
C 3.72210 -2.54015 -4.11202
C 4.73367 -2.02486 -3.06505
H -1.71398 -2.61263 -2.78509
H -6.98726 2.87314 5.09331
H -3.14060 1.94945 6.79188
H -0.04490 0.27230 -1.71430
H -3.11922 -2.61105 -0.90500
H -6.36613 1.69238 3.04034
H -2.51391 0.76947 4.69765
H -0.97961 1.75926 0.04914
H 2.35929 -2.77738 -1.90142
H 0.83724 -2.09565 -2.48271
H 6.86532 -0.64264 -3.70426
H 3.97418 -0.34478 -2.01442
H -6.54885 4.72323 6.63048
H -7.41742 3.32946 7.32938
H -6.53987 4.45154 8.38220
H 4.60215 2.53216 -3.94908
H 3.16417 1.75287 -3.25734
H 4.60470 2.02875 -2.24029
H 9.17090 -1.04336 -3.76401
H 8.89827 -2.62749 -2.99910
H 8.66681 -2.43856 -4.74727
H -2.39451 1.77833 2.16931
H -3.79573 2.04076 1.11909
H 3.78719 -3.62633 -4.16262
H 3.98856 -2.14082 -5.09123
H 4.49349 -2.52293 -2.12613

Gap between HOMO and LUMO in hartree: 0.329
Multiplicity: 1
SMILES string: COc1ccc(N2Cc3ccc(O)cc3OC2=O)cc1.CNC(=O)[C@H](CC(N)=O)NC(C)=O
Strongest force on any atom in eV/A: 3.676
LUMO energy in hartree: 0.0093
Net charge: 0
E_tot in eV: -43530.1161

These are the Mulliken partial charges, in e, on atoms 1 to 4:
1. O -0.625
2. O -0.683
3. O -0.691
4. O -0.672